[1]
{"formula": "C6H9BrN3O", "method": "ωB97M-V with the def2-TZVPD basis set", "species": ["C", "C", "C", "C", "C", "C", "N", "N", "N", "O", "Br", "H", "H", "H", "H", "H", "H", "H", "H", "H"], "positions_angstrom": [[0.561, -2.045, 0.388], [-0.196, -1.487, -0.642], [0.659, -1.308, 1.626], [0.779, 1.502, -0.085], [-0.321, 0.623, 0.759], [-0.959, -0.301, -0.303], [0.315, -0.044, 1.749], [1.964, 1.558, 0.493], [-1.450, 0.508, -1.553], [0.445, 2.119, -1.095], [-2.885, -0.882, 0.529], [1.293, -2.873, 0.418], [-0.447, -1.971, -1.547], [0.967, -1.772, 2.577], [-1.059, 1.314, 1.072], [2.275, 0.829, 1.110], [2.687, 1.916, -0.155], [-2.334, 0.917, -1.337], [-1.467, 0.072, -2.452], [-0.828, 1.324, -1.553]], "forces_ev_per_a": [[-0.09, 1.00, -1.46], [1.29, -1.28, 2.75], [-1.27, 2.66, 1.21], [-1.38, -0.14, 0.97], [0.83, 0.39, -4.61], [-2.56, 0.47, -0.26], [1.02, -3.25, 2.56], [1.55, 0.31, -1.66], [0.45, -0.54, 2.26], [0.25, -0.22, 0.43], [1.50, 0.28, -0.59], [-1.07, -0.01, -0.97], [0.26, -0.59, -0.92], [0.40, 0.06, -0.76], [-0.60, 0.82, 0.73], [-0.23, 0.05, 0.44], [-0.42, 0.01, 0.83], [-1.23, -0.10, 0.08], [0.00, -0.84, -0.57], [1.28, 0.94, -0.46]], "nbo_charge": [-0.168, -0.268, 0.082, 0.702, -0.223, 0.204, -0.377, -0.755, -0.731, -0.629, -0.043, 0.265, 0.247, 0.235, 0.262, 0.427, 0.424, 0.445, 0.441, 0.460], "gap_ev": 8.25, "charge": 1, "max_force_ha_per_bohr": 0.0915, "de_lowest_kcal_mol": 6.46, "lumo_energy_ev": -5.3031, "total_energy_ha": -3047.26701}



[2]
{"formula": "C19H68N14O15", "method": "ωB97M-V with the def2-TZVPD basis set", "species": ["C", "C", "O", "H", "H", "H", "H", "H", "H", "C", "C", "O", "H", "H", "H", "H", "H", "H", "C", "C", "O", "H", "H", "H", "H", "H", "H", "C", "C", "O", "H", "H", "H", "H", "H", "H", "C", "O", "N", "N", "H", "H", "H", "H", "C", "O", "N", "N", "H", "H", "H", "H", "C", "O", "N", "N", "H", "H", "H", "H", "C", "O", "N", "N", "H", "H", "H", "H", "C", "O", "N", "N", "H", "H", "H", "H", "C", "O", "N", "N", "H", "H", "H", "H", "C", "O", "N", "N", "H", "H", "H", "H", "C", "O", "H", "H", "H", "H", "C", "O", "H", "H", "H", "H", "C", "O", "H", "H", "H", "H", "C", "O", "H", "H", "H", "H"], "positions_angstrom": [[-1.721, 4.676, 0.357], [-1.343, 5.534, -0.848], [-1.860, 6.854, -0.454], [-2.801, 4.601, 0.588], [-1.126, 5.019, 1.228], [-1.481, 3.639, 0.282], [-1.727, 5.120, -1.715], [-0.299, 5.604, -1.081], [-2.356, 7.235, -1.182], [2.359, 1.614, 2.735], [1.051, 2.008, 3.380], [0.283, 2.917, 2.574], [2.254, 1.296, 1.671], [2.823, 0.725, 3.234], [3.059, 2.507, 2.666], [1.121, 2.419, 4.401], [0.412, 1.117, 3.437], [-0.513, 3.162, 3.050], [-0.382, 0.797, 0.026], [-0.298, -0.474, 0.904], [0.284, -1.579, 0.162], [-1.293, 1.276, 0.346], [-0.584, 0.674, -1.010], [0.504, 1.431, 0.284], [-1.280, -0.808, 1.022], [0.154, -0.345, 1.847], [0.028, -2.293, 0.843], [-3.169, -1.106, -2.578], [-2.895, -2.505, -3.245], [-3.715, -3.545, -2.586], [-4.218, -0.967, -2.479], [-2.673, -0.370, -3.121], [-2.669, -1.103, -1.597], [-1.895, -2.873, -3.208], [-3.215, -2.700, -4.208], [-4.209, -3.172, -1.821], [4.865, 2.283, -0.509], [5.982, 1.476, -0.248], [4.977, 3.559, -0.587], [3.646, 1.760, -0.656], [5.975, 3.901, -0.414], [4.147, 4.196, -0.824], [3.569, 0.690, -0.533], [2.793, 2.314, -0.756], [0.435, -1.057, -3.588], [0.136, 0.270, -3.591], [0.295, -1.858, -4.560], [1.068, -1.684, -2.598], [-0.381, -1.367, -5.150], [0.224, -2.913, -4.462], [0.802, -1.176, -1.776], [1.095, -2.636, -2.438], [2.041, 4.323, -0.730], [1.256, 3.468, -1.482], [2.071, 4.361, 0.589], [2.973, 5.109, -1.145], [1.403, 3.786, 1.172], [2.893, 4.909, 0.921], [2.828, 5.301, -2.221], [3.479, 5.859, -0.699], [4.228, -1.146, -1.165], [5.584, -1.151, -1.092], [3.508, -0.747, -0.185], [3.555, -1.457, -2.213], [4.051, -0.867, 0.635], [2.506, -0.914, -0.090], [4.167, -1.838, -2.934], [2.473, -1.470, -2.312], [1.989, -3.586, 1.763], [0.676, -3.893, 1.749], [2.986, -4.233, 1.165], [2.489, -2.595, 2.470], [2.833, -5.230, 1.031], [4.020, -3.931, 1.161], [1.768, -2.129, 2.975], [3.423, -2.085, 2.592], [-0.237, -2.437, 4.564], [0.655, -1.468, 4.079], [0.236, -3.555, 5.154], [-1.511, -2.480, 4.357], [1.246, -3.700, 5.072], [-0.258, -4.345, 5.648], [-2.103, -1.770, 3.874], [-2.084, -3.365, 4.520], [-0.456, -5.295, -1.051], [0.101, -6.388, -0.342], [-1.714, -5.247, -1.510], [0.136, -4.159, -1.334], [-2.277, -6.113, -1.260], [-2.242, -4.564, -2.045], [1.184, -4.144, -1.149], [-0.346, -3.279, -1.293], [-2.449, 0.632, 4.075], [-2.772, -0.456, 3.222], [-1.997, 0.231, 4.969], [-3.232, 1.280, 4.281], [-1.651, 1.285, 3.685], [-3.557, -0.265, 2.758], [-1.212, 2.920, -3.252], [-1.862, 1.966, -4.103], [-0.172, 2.910, -3.329], [-1.486, 2.693, -2.242], [-1.640, 3.869, -3.605], [-1.271, 1.313, -4.493], [-4.119, 2.373, -1.590], [-5.509, 2.047, -1.587], [-3.941, 3.431, -1.896], [-3.506, 1.842, -2.247], [-3.676, 2.203, -0.665], [-5.526, 1.124, -1.272], [-2.797, -3.821, 1.481], [-2.639, -3.318, 0.181], [-1.817, -3.868, 1.888], [-3.312, -4.793, 1.394], [-3.464, -3.237, 2.128], [-2.164, -4.044, -0.232]], "forces_ev_per_a": [[0.60, -0.14, 0.72], [-0.81, 1.03, 2.68], [0.39, -0.62, -0.89], [0.44, 0.92, -0.24], [-0.69, 0.05, -0.24], [0.75, -0.88, -0.59], [-1.49, -0.34, -1.83], [0.77, 0.03, 0.55], [0.04, 0.01, -0.10], [1.07, 0.66, -0.83], [-1.30, -0.98, 0.30], [0.79, 0.48, -0.52], [-0.34, 0.26, 0.67], [-0.32, 1.06, -0.03], [-0.52, -1.26, 0.38], [0.47, -0.15, -0.34], [0.45, -0.18, 0.39], [-0.03, 0.08, 0.01], [1.07, 0.02, 2.46], [-0.38, 0.52, -3.40], [-0.22, -0.79, 2.02], [-0.18, 0.78, 0.50], [0.57, -0.58, -1.10], [-0.93, -0.16, -0.91], [-1.81, -0.31, 0.81], [0.80, 0.27, 1.07], [1.27, 0.16, -1.64], [1.50, -2.95, 0.23], [-1.95, -0.07, 2.91], [-0.09, 0.53, 0.78], [-0.83, 0.34, -0.09], [0.45, 1.66, -1.16], [-0.39, -0.17, -0.06], [1.13, 0.23, 0.41], [-0.51, 0.86, -2.45], [0.87, -0.29, -0.70], [4.61, -6.85, 1.61], [-5.31, 4.12, -1.04], [2.29, 4.98, 0.24], [-0.70, -1.27, -0.03], [-2.28, -0.60, -0.49], [2.63, -1.70, 0.16], [0.10, 2.75, -0.09], [0.63, -0.40, -0.27], [0.26, 6.62, 2.02], [1.35, -6.79, 0.10], [-2.96, -2.50, -5.33], [-0.98, 3.47, 2.81], [0.33, -1.11, -0.96], [0.17, 2.17, -0.12], [0.18, -0.08, 1.27], [-0.40, -2.17, -0.44], [-6.01, -5.36, -0.47], [3.99, 4.73, 3.45], [-0.95, -0.78, 2.32], [1.13, 3.94, -8.72], [1.20, 0.95, -0.51], [-1.62, -1.15, 0.72], [0.87, -0.52, 2.76], [-0.73, 0.01, 0.51], [9.23, -1.22, -1.97], [-6.37, -0.75, -0.19], [-2.52, 0.12, 5.04], [-0.83, -1.50, -3.68], [0.19, 0.52, 1.21], [0.30, -0.38, -0.12], [-0.60, 0.35, -0.02], [2.86, 0.32, -0.07], [-2.97, -0.71, 0.50], [5.40, 1.23, -0.04], [2.19, -2.59, -2.13], [0.66, 3.31, 1.63], [0.02, 0.37, -0.48], [-2.72, -0.47, 0.37], [-0.80, 0.97, 0.83], [-1.74, -2.08, -0.87], [4.98, 2.14, -2.30], [-4.65, -3.88, 2.70], [1.89, -1.41, 1.21], [-4.64, -0.59, -0.40], [-0.71, 0.27, 0.17], [0.34, 1.83, -1.19], [1.16, -0.31, 0.32], [1.71, 1.68, -0.09], [1.65, -6.05, 3.36], [-3.05, 6.05, -4.35], [-2.41, -4.22, 1.22], [5.10, 1.24, -0.17], [1.00, 1.64, -0.53], [0.30, 0.20, -0.15], [-2.12, 0.11, 0.28], [-0.23, 0.12, 0.31], [2.38, -0.23, -0.35], [0.89, 0.36, 0.53], [-0.22, -0.23, 0.51], [-1.89, 0.79, 0.53], [-0.20, -0.43, -0.52], [-1.39, 0.30, -0.94], [-1.93, -0.39, -1.41], [-0.68, 0.01, -0.35], [1.65, 0.00, -0.19], [-0.08, 0.19, 0.79], [0.36, 0.10, 0.56], [0.52, 0.24, 0.61], [-0.75, 1.97, -0.81], [0.62, -0.70, 0.13], [-0.62, -0.61, 0.46], [0.43, -1.32, -1.64], [0.61, 0.04, 2.16], [-0.34, 0.59, -0.28], [-1.13, -0.60, 0.16], [-0.56, 1.13, -0.13], [0.69, -0.52, 1.03], [0.50, -0.05, 0.42], [0.22, 0.46, -0.44], [-0.09, 0.02, -0.48]], "lowdin_charge": [-0.084, -0.252, -0.088, 0.084, 0.075, 0.026, 0.057, 0.084, 0.071, -0.078, -0.299, -0.123, 0.049, 0.089, 0.094, 0.124, 0.065, 0.077, -0.035, -0.245, -0.157, 0.055, 0.047, 0.065, 0.073, 0.072, 0.077, -0.019, -0.211, -0.140, 0.070, 0.030, 0.079, 0.061, 0.087, 0.093, -0.624, -0.166, 0.119, 0.156, 0.151, 0.026, 0.031, 0.052, -0.583, -0.044, 0.187, 0.134, 0.140, 0.167, 0.091, 0.060, -0.645, -0.089, 0.194, 0.095, 0.107, 0.141, 0.213, 0.140, -0.689, -0.086, 0.135, 0.175, 0.117, 0.115, 0.128, 0.040, -0.618, -0.092, 0.144, 0.154, 0.113, 0.160, 0.009, 0.164, -0.547, -0.156, 0.138, 0.169, 0.112, 0.140, 0.057, 0.157, -0.556, -0.135, 0.130, 0.138, 0.167, 0.060, 0.147, 0.071, -0.090, -0.113, 0.088, 0.068, 0.066, 0.082, -0.150, -0.159, 0.040, 0.044, 0.088, 0.032, -0.158, -0.103, 0.103, 0.023, 0.046, 0.073, -0.145, -0.139, 0.048, 0.094, 0.074, -0.001], "gap_ev": 7.09, "max_force_ha_per_bohr": 0.1873, "de_lowest_kcal_mol": 107.86, "lumo_energy_ev": -0.1793, "total_energy_ha": -2659.64828}



[3]
{"formula": "C6H10", "method": "ωB97M-V with the def2-TZVPD basis set", "species": ["C", "C", "C", "C", "C", "C", "H", "H", "H", "H", "H", "H", "H", "H", "H", "H"], "positions_angstrom": [[0.966, -0.553, -1.184], [0.129, -0.520, 0.065], [0.103, -1.801, 0.843], [-0.176, 1.986, -0.119], [-0.539, 0.628, 0.444], [-1.693, 0.293, 1.174], [0.776, -1.473, -1.748], [2.031, -0.562, -0.914], [0.789, 0.304, -1.839], [-0.341, -1.642, 1.825], [-0.465, -2.586, 0.331], [1.136, -2.165, 0.931], [0.911, 2.101, -0.197], [-0.608, 2.171, -1.110], [-0.544, 2.767, 0.553], [-2.475, 1.050, 0.946]], "forces_ev_per_a": [[-0.03, 0.05, -0.05], [0.04, -0.11, -0.02], [0.00, 0.01, 0.04], [-0.02, 0.10, 0.00], [-0.12, -0.12, 0.13], [0.19, 0.26, -0.25], [0.03, 0.11, 0.12], [-0.13, -0.01, 0.01], [0.03, -0.12, 0.13], [0.04, -0.06, -0.15], [0.07, 0.13, 0.02], [-0.13, 0.04, -0.03], [-0.16, 0.01, -0.01], [0.02, -0.07, 0.14], [0.03, -0.11, -0.11], [0.15, -0.10, 0.05]], "nbo_charge": [-0.685, 0.243, -0.670, -0.658, -0.232, -0.167, 0.230, 0.239, 0.226, 0.262, 0.229, 0.210, 0.211, 0.219, 0.226, 0.117], "gap_ev": 7.87, "max_force_ha_per_bohr": 0.0078, "de_lowest_kcal_mol": 82.95, "lumo_energy_ev": -0.0323, "total_energy_ha": -234.47032}